A cluster of 2 separate species, C2H4O2S in total. Source: the Open Molecules 2025 dataset; level of theory: the ωB97M-V functional and the def2-TZVPD basis.

Last column: natural (NBO) charge in e.
CARTESIAN COORDINATES (ANGSTROEM)
S (-2.442, 0.306, 0.295)  1.6625
O (-2.961, -0.131, -0.956)  -0.8367
O (-1.231, -0.317, 0.691)  -0.8278
C (1.296, 0.656, -0.131)  -0.4295
C (0.924, -0.596, 0.029)  -0.3198
H (1.281, -1.182, 0.771)  0.1843
H (1.853, 0.949, 0.825)  0.1848
H (1.044, 1.360, -0.864)  0.1963
H (0.236, -1.044, -0.660)  0.1859

Atoms 1-6, force components in eV/Å:
S -0.30 0.21 -0.16
O -0.69 0.08 -0.61
O -0.75 -0.19 1.52
C 1.87 -0.52 3.86
C -0.54 1.33 -3.86
H 0.87 -1.61 2.48

The energy above the lowest of the compared OMol25 structures with the same formula, charge and spin is 250.1 kJ/mol. The maximum force comes out at 4.318 eV Å⁻¹. The calculation puts the LUMO energy at -1.106 eV. The charge is 0. The HOMO energy is -9.5 eV. As for the gap between HOMO and LUMO: 8.441 eV.

***

An isolated molecule of C2H4O2S2. Source: the Open Molecules 2025 dataset; level of theory: the ωB97M-V functional and the def2-TZVPD basis.

Last column: natural (NBO) charge in e.
CARTESIAN COORDINATES (ANGSTROEM)
S (-0.612, 0.913, 1.394)  1.9286
S (1.369, -1.001, -1.661)  0.0205
O (-0.026, 1.865, 2.281)  -0.8638
O (-1.192, -0.346, 1.890)  -0.8908
C (-0.264, -0.486, -0.949)  -0.5409
C (0.290, 0.615, -0.047)  -0.5248
H (-0.922, -0.269, -1.716)  0.2283
H (1.378, -1.778, -0.571)  0.1431
H (0.616, 1.661, -0.413)  0.2469
H (-0.637, -1.174, -0.207)  0.2529

Atoms 1-6, force components in eV/Å:
S 1.24 -3.18 -0.65
S -0.81 -0.65 0.65
O -0.28 0.64 0.48
O 0.08 1.76 -0.24
C 2.63 1.18 2.14
C -1.89 2.67 -0.45

The energy above the lowest of the compared OMol25 structures with the same formula, charge and spin is 332.8 kJ/mol. The maximum force comes out at 3.594 eV Å⁻¹. The calculation puts the LUMO energy at -1.548 eV. Its SMILES is O=S(=O)=CCS. The charge is 0. The HOMO energy is -9.3 eV. As for the gap between HOMO and LUMO: 7.791 eV.